Here is a molecular structure, C48H54Cl3GeN4O2PScSe2 from the Open Molecules 2025 dataset. Energies are from ωB97M-V/def2-TZVPD.

Geometry as XYZ:
```
116
Properties=species:S:1:pos:R:3:mulliken_charge:R:1
Sc 0.30601 0.08003 0.15762 -0.472
C 0.17206 4.99733 -3.99989 -0.891
C 1.47106 4.49320 -3.36377 -1.216
C 1.36603 3.07179 -2.91186 0.421
C 1.75442 1.94231 -3.57039 0.488
C 2.38261 1.82462 -4.92246 -1.292
C 1.34829 1.55793 -6.01981 -0.818
C 1.32944 0.82872 -2.75923 -0.534
N 0.71699 1.27481 -1.62379 1.794
C 0.71480 2.63579 -1.70110 -0.243
C 0.11325 3.47825 -0.77464 -1.066
C -0.66298 3.09948 0.30518 -0.350
C -1.36426 4.01185 1.17766 0.627
C -1.35333 5.50010 1.04353 -1.179
C -2.30077 5.99580 -0.05274 -0.925
C -2.06660 3.24677 2.05664 0.500
C -1.78148 1.87191 1.72500 -0.437
C -2.36888 0.77751 2.34225 -0.540
C -2.24288 -0.55119 1.97543 -0.075
N -1.41104 -1.01408 0.99267 0.598
C -1.62430 -2.36738 0.92020 -0.236
C -1.01342 -3.20957 0.01136 -0.227
C -0.18903 -2.83706 -1.04344 -0.085
N 0.21156 -1.55865 -1.29824 0.825
C 0.91309 -1.60690 -2.47545 -0.101
C 1.45047 -0.50690 -3.12279 -0.724
C 0.95838 -2.96058 -2.97375 0.346
C 0.26986 -3.72657 -2.08141 0.459
C -0.05974 -5.18330 -2.16216 -1.278
C -1.46200 -5.43258 -2.72534 -0.712
C 1.56290 -3.37331 -4.27767 -1.213
C 0.63832 -3.07609 -5.46201 -0.834
C -2.62540 -2.76743 1.88067 0.422
C -3.01041 -1.63872 2.53639 0.341
C -4.09023 -1.47992 3.55878 -1.164
C -5.39769 -0.97929 2.93692 -0.844
C -3.17994 -4.15002 2.00579 -1.217
C -4.21720 -4.45362 0.92025 -0.834
N -0.92118 1.80296 0.66799 1.407
C -3.02367 3.68558 3.11824 -1.314
C -4.47948 3.62633 2.64549 -0.881
H 0.26181 6.04087 -4.30422 0.403
H -0.66235 4.91173 -3.30224 0.121
H -0.08181 4.40381 -4.87889 0.202
H 1.73746 5.13170 -2.51703 0.386
H 2.28888 4.58404 -4.08147 0.405
H 3.12772 1.02464 -4.91674 0.424
H 2.92592 2.74427 -5.14930 0.419
H 0.78389 0.64739 -5.81254 0.078
H 1.82662 1.45359 -6.99445 0.410
H 0.62862 2.37544 -6.07611 0.185
H 0.21560 4.54199 -0.94788 0.558
H -0.33587 5.84158 0.83479 0.393
H -1.63346 5.94832 1.99881 0.443
H -2.04048 5.56210 -1.01952 0.094
H -2.26478 7.08197 -0.14313 0.409
H -3.32837 5.70405 0.16736 0.231
H -3.04578 0.98952 3.15975 0.376
H -1.26680 -4.25998 0.07911 0.380
H 1.97117 -0.70602 -4.05118 0.464
H 0.02282 -5.63418 -1.16979 0.442
H 0.68068 -5.68733 -2.78651 0.391
H -2.22068 -4.93023 -2.12318 0.001
H -1.69084 -6.49871 -2.75102 0.415
H -1.54508 -5.03903 -3.73905 0.170
H 1.78682 -4.44144 -4.24827 0.387
H 2.52035 -2.86588 -4.42130 0.442
H -0.30558 -3.61190 -5.35597 0.212
H 1.09882 -3.37456 -6.40462 0.393
H 0.40091 -2.01255 -5.51722 0.090
H -3.76301 -0.78750 4.33874 0.426
H -4.26224 -2.43657 4.05548 0.390
H -5.24675 -0.03119 2.41832 0.094
H -6.16602 -0.83891 3.69829 0.397
H -5.77024 -1.69222 2.20050 0.214
H -3.63367 -4.27122 2.99112 0.392
H -2.36746 -4.87962 1.95318 0.443
H -5.06624 -3.77384 1.00035 0.207
H -4.58715 -5.47610 1.00442 0.395
H -3.79106 -4.32028 -0.07553 0.080
H -2.78030 4.70491 3.42444 0.458
H -2.89738 3.06341 4.00799 0.412
H -4.63308 4.28759 1.79173 0.196
H -5.16363 3.92766 3.43978 0.419
H -4.74697 2.61842 2.32392 0.072
Se 3.44474 1.27461 0.46941 -0.068
P 3.20930 1.69008 2.69318 0.954
Se 1.36473 2.39079 3.39441 -0.229
C 3.92981 0.28656 3.58398 0.453
C 3.74958 0.25289 4.96360 -0.701
C 4.31393 -0.77045 5.70937 -0.611
C 5.04505 -1.76734 5.08105 -0.455
C 5.21153 -1.74340 3.70310 -0.811
C 4.65573 -0.71924 2.95324 -0.122
C 4.48629 2.98881 2.66185 0.289
C 5.84057 2.64898 2.63023 -0.286
C 6.80334 3.64202 2.56830 -0.719
C 6.41952 4.97680 2.52687 -0.427
C 5.07621 5.31724 2.55116 -0.635
C 4.10748 4.32615 2.62086 -0.427
H 3.15554 1.02080 5.44341 0.387
H 4.17414 -0.79360 6.78214 0.401
H 5.47622 -2.57064 5.66437 0.387
H 5.76586 -2.52991 3.20824 0.416
H 4.77177 -0.71598 1.87777 0.368
H 6.13843 1.60866 2.66567 0.387
H 7.85230 3.37747 2.55441 0.404
H 7.17314 5.75236 2.47881 0.380
H 4.77945 6.35745 2.52249 0.403
H 3.05474 4.57578 2.66145 0.320
Cl -4.11191 1.02734 -0.73194 -0.364
Ge -2.36477 0.09613 -1.66725 1.323
Cl -3.15661 -1.81856 -2.37073 -0.336
Cl -2.08962 1.24428 -3.51570 -0.349
O 2.54999 -0.34518 0.35756 -0.122
O 1.69671 -0.49282 1.52744 -0.652
```

## Properties
LUMO energy (alpha / beta) = -1.05 / -1.94 eV
Kohn-Sham gap (alpha / beta) = 5.67 / 4.91 eV
Multiplicity = 2
DFT total energy = -315480.9133 eV
Relative energy (zero: lowest compared OMol25 entry of this formula, charge and spin) = 19.6 kcal/mol